1.
C14H22O11Rb4 as an isolated structure in a non-equilibrium geometry, computed with the ωB97M-V functional and the def2-TZVPD basis.

Output
2S+1: 2
HOMO (spin up / spin down): -0.587 / -0.587 Eh
Charge: +3
Calculated total energy: -1469.58294 hartree
LUMO energy (spin up / spin down): -10.1444 / -11.6978 eV

Last column: Löwdin spin population.
Cartesian coordinates (Å):
Rb 1.55 5.68 -0.97  0.00
Rb -0.54 5.65 1.65  0.00
Rb 2.76 4.25 3.48  0.00
Rb 1.34 3.15 -4.49  0.00
O 0.50 3.07 -1.78  0.75
C 0.39 1.99 -0.82  0.09
C 0.82 2.03 0.68  0.02
O 0.75 3.16 1.57  0.04
H 0.79 1.10 -1.29  0.01
H -0.70 1.92 -0.83  0.07
H 1.74 1.51 0.95  0.01
H 0.14 1.41 1.25  0.00
C -0.44 0.60 3.95  0.00
C -1.67 1.35 3.51  0.00
C -2.67 0.41 2.93  0.00
O -3.90 0.77 3.51  0.00
C -3.66 1.81 4.31  0.00
O -4.52 2.19 5.12  0.00
O -2.42 2.12 4.41  0.00
H 0.55 1.01 3.71  0.00
H -0.36 -0.28 3.31  0.00
H -0.68 0.23 4.94  0.00
H -1.29 1.97 2.70  0.00
H -2.53 -0.67 3.03  0.00
H -2.73 0.88 1.95  0.00
C 4.53 -0.82 -2.59  0.00
C 3.52 -1.46 -1.56  0.00
C 2.13 -1.40 -2.12  0.00
O 1.87 -2.73 -2.50  0.00
C 2.87 -3.52 -2.07  0.00
O 2.90 -4.70 -2.40  0.00
O 3.77 -2.84 -1.44  0.00
H 4.23 0.20 -2.79  0.00
H 4.62 -1.51 -3.43  0.00
H 5.45 -0.87 -2.01  0.00
H 3.57 -0.97 -0.59  0.00
H 1.96 -0.88 -3.06  0.00
H 1.38 -1.11 -1.39  0.00
C -2.84 -1.23 -0.16  0.00
C -1.68 -1.70 -1.06  0.00
C -1.83 -3.11 -1.61  0.00
O -1.73 -2.93 -2.94  0.00
C -1.44 -1.68 -3.29  0.00
O -1.18 -1.42 -4.49  0.00
O -1.58 -0.87 -2.24  0.00
H -2.95 -1.85 0.73  0.00
H -3.76 -1.02 -0.70  0.00
H -2.48 -0.30 0.27  0.00
H -0.71 -1.34 -0.71  0.00
H -2.82 -3.51 -1.36  0.00
H -1.04 -3.77 -1.26  0.00



2.
A 2-piece molecular cluster, C6H11N2 overall in a non-equilibrium geometry, computed with the ωB97M-V functional and the def2-TZVPD basis.

Output
2S+1: 1
HOMO: -0.526 Eh
Charge: +1
Calculated total energy: -344.28408 hartree
Energy relative to the best compared isomer or geometry (same formula, charge and spin): 145.0 kcal/mol
LUMO energy: -5.0588 eV

Last column: Mulliken charge in e.
Cartesian coordinates (Å):
C 0.40 -0.19 -2.85  -0.66
C 0.81 -0.60 -1.73  0.69
C 0.45 0.57 0.58  0.48
C -1.63 1.02 1.56  -1.43
C 1.62 -0.99 -0.69  -1.24
C -0.92 0.19 0.55  0.30
N 1.17 1.35 1.14  -0.23
N -0.95 -1.26 0.65  -0.58
H 0.92 -0.66 -3.67  0.31
H -2.61 1.27 1.39  0.37
H -1.60 0.53 2.53  0.35
H -1.02 1.95 1.75  0.34
H 1.41 -1.89 -0.24  0.51
H 2.68 -0.63 -0.43  0.34
H -1.34 0.49 -0.39  0.29
H 2.07 1.62 1.40  0.27
H -0.30 -1.67 -0.11  0.29
H -0.50 -1.44 1.54  0.36
H -0.65 0.34 -2.99  0.26



3.
C20H21BN7NiS3 as an isolated structure in a non-equilibrium geometry, computed with the ωB97M-V functional and the def2-TZVPD basis.

Output
2S+1: 1
HOMO (spin up / spin down): -0.386 / -0.386 Eh
Charge: +1
Calculated total energy: -3885.65115 hartree
LUMO energy (spin up / spin down): -3.7627 / -3.7476 eV

Last column: Mulliken charge in e.
Cartesian coordinates (Å):
Ni -1.79 0.09 -0.23  0.05
C 0.64 -3.34 -2.05  -0.97
N 0.35 -3.30 -0.64  0.18
C 1.08 -3.86 0.36  -0.47
C 0.39 -3.65 1.52  -0.37
N -0.75 -2.97 1.22  0.19
B -1.93 -2.70 2.20  0.14
N -1.67 -1.35 2.95  0.23
C -0.99 -1.20 4.12  -0.40
C -1.30 0.00 4.66  -0.58
N -2.19 0.60 3.80  0.18
C -2.91 1.82 4.06  -1.03
C -2.37 -0.23 2.75  0.13
S -3.38 0.14 1.41  -0.37
C -0.76 -2.74 -0.10  0.15
S -1.98 -1.99 -1.03  -0.41
H 1.46 -4.02 -2.23  0.38
H 0.89 -2.35 -2.41  0.32
H -0.25 -3.68 -2.59  0.36
H 2.01 -4.36 0.19  0.45
H 0.61 -3.96 2.51  0.46
H -2.93 -2.59 1.58  -0.09
H -1.95 -3.56 3.01  -0.13
H -0.34 -1.97 4.50  0.46
H -0.99 0.47 5.57  0.49
H -3.09 1.92 5.12  0.40
H -3.87 1.77 3.54  0.40
H -2.36 2.69 3.71  0.27
N 1.54 1.94 -2.29  -0.14
C 2.21 1.11 -3.20  0.22
C 3.53 1.37 -3.55  -0.67
C 4.19 0.55 -4.44  -0.67
C 3.54 -0.55 -4.98  -0.64
C 2.23 -0.83 -4.63  -0.54
C 1.57 0.01 -3.75  0.59
S -0.13 -0.34 -3.28  -0.10
N -0.26 0.51 -1.83  -0.14
C 0.46 1.55 -1.56  0.98
C 0.01 2.41 -0.45  0.34
C 0.74 3.49 0.04  -0.61
C 0.13 4.37 0.92  -0.52
C -1.19 4.15 1.28  -0.65
C -1.83 3.01 0.80  -0.29
N -1.25 2.15 -0.03  -0.32
H 2.03 2.78 -2.02  0.19
H 4.03 2.23 -3.12  0.37
H 5.21 0.77 -4.71  0.40
H 4.05 -1.20 -5.68  0.40
H 1.71 -1.68 -5.05  0.47
H 1.77 3.65 -0.24  0.32
H 0.67 5.22 1.29  0.46
H -1.71 4.85 1.91  0.47
H -2.85 2.80 1.06  0.64



4.
A 2-piece molecular cluster, C5H13N overall in a non-equilibrium geometry, computed with the ωB97M-V functional and the def2-TZVPD basis.

Output
2S+1: 1
HOMO: -0.256 Eh
Calculated total energy: -252.81020 hartree
Energy relative to the best compared isomer or geometry (same formula, charge and spin): 158.7 kcal/mol
LUMO energy: -0.0623 eV

Last column: Mulliken charge in e.
Cartesian coordinates (Å):
C 3.61 0.03 0.07  -0.74
N 2.41 -0.50 0.72  -0.60
C -0.70 0.59 0.05  -0.44
C -2.03 0.04 0.15  -0.06
C -1.42 1.15 -1.26  -0.99
C -2.37 -1.42 0.38  -1.07
H 4.27 -0.72 -0.29  0.25
H 4.20 0.64 0.77  0.32
H 3.42 0.82 -0.68  0.24
H 2.03 -0.05 1.57  0.25
H -0.28 1.47 0.67  0.17
H 1.69 -0.49 -0.01  0.27
H -2.88 0.53 0.41  0.46
H -2.10 2.00 -0.95  0.28
H -2.02 0.51 -1.94  0.34
H -0.65 1.57 -1.95  0.33
H -2.38 -1.98 -0.58  0.26
H -3.35 -1.43 0.86  0.38
H -1.33 -1.71 0.71  0.35



5.
A 12-piece molecular cluster, C26H78F3N15O14S overall in a non-equilibrium geometry, computed with the ωB97M-V functional and the def2-TZVPD basis.

Output
2S+1: 1
HOMO: -0.300 Eh
Calculated total energy: -3609.55015 hartree
LUMO energy: -1.6925 eV

Last column: Mulliken charge in e.
Cartesian coordinates (Å):
O 0.95 -2.67 1.08  -0.31
H 0.39 -3.31 1.53  0.44
H 0.62 -2.45 0.21  0.37
H 1.88 -2.91 1.09  0.44
C 5.26 -7.58 0.65  0.56
F 4.08 -8.20 0.75  -0.23
F 6.21 -8.51 0.89  -0.22
F 5.40 -7.14 -0.60  -0.23
S 5.47 -6.19 2.00  1.04
O 6.92 -5.98 2.12  -0.60
O 4.57 -5.09 1.62  -0.66
O 5.02 -6.86 3.21  -0.66
C 11.41 -5.96 6.41  0.65
O 12.08 -5.43 5.47  -0.70
N 10.15 -6.18 6.37  -0.36
N 11.85 -6.42 7.48  -0.36
H 9.62 -5.88 5.56  0.22
H 9.68 -6.82 7.00  0.13
H 12.58 -5.80 7.80  0.23
H 11.26 -6.91 8.14  0.19
C 7.02 -9.36 -6.01  0.69
O 6.90 -10.55 -5.64  -0.68
N 6.57 -8.28 -5.56  -0.32
N 7.67 -9.08 -7.09  -0.41
H 6.52 -7.52 -6.22  0.16
H 6.15 -8.21 -4.64  0.20
H 8.31 -9.79 -7.41  0.21
H 7.69 -8.15 -7.49  0.14
C -1.08 -7.68 0.19  0.71
O -0.43 -6.91 0.89  -0.68
N -0.68 -8.83 -0.21  -0.33
N -2.08 -7.40 -0.54  -0.33
H 0.18 -9.28 0.05  0.17
H -1.21 -9.45 -0.80  0.13
H -2.33 -8.10 -1.23  0.15
H -2.55 -6.51 -0.59  0.19
C 1.36 -5.59 7.06  0.71
O 0.44 -5.30 7.72  -0.64
N 1.28 -5.86 5.81  -0.33
N 2.51 -5.92 7.50  -0.41
H 2.13 -6.11 5.32  0.12
H 0.40 -5.80 5.32  0.16
H 3.28 -6.14 6.88  0.19
H 2.51 -5.76 8.49  0.22
C 10.43 -0.81 1.99  0.56
O 9.51 -0.18 1.57  -0.66
N 11.53 -0.31 2.26  -0.35
N 10.54 -2.16 2.05  -0.39
H 11.40 0.67 2.08  0.23
H 12.36 -0.66 2.71  0.19
H 9.67 -2.68 2.09  0.22
H 11.34 -2.56 2.51  0.20
C -2.69 -5.97 -8.70  -1.43
C -1.51 -5.72 -7.75  0.70
C -0.40 -6.73 -7.90  -0.68
O 0.62 -6.37 -6.90  -0.30
C 0.26 -6.79 -5.60  -0.79
N -1.09 -4.37 -8.07  -0.70
H -3.70 -5.81 -8.32  0.35
H -2.74 -7.03 -8.95  0.38
H -2.53 -5.54 -9.69  0.34
H -1.85 -5.69 -6.71  0.06
H 0.15 -6.80 -8.84  0.32
H -0.75 -7.75 -7.75  0.33
H -0.59 -6.32 -5.10  0.26
H 1.02 -6.62 -4.84  0.32
H -0.05 -7.83 -5.54  0.33
H -0.64 -4.29 -8.97  0.25
H -1.82 -3.69 -8.23  0.25
C 6.05 -12.01 5.54  -1.19
C 7.47 -12.03 6.05  0.38
C 8.52 -11.67 4.97  -0.77
O 8.65 -12.77 4.09  -0.37
C 9.31 -12.31 2.86  -0.61
N 7.46 -11.23 7.31  -0.71
H 5.48 -11.11 5.75  0.36
H 5.45 -12.83 5.95  0.27
H 6.10 -12.27 4.48  0.30
H 7.83 -12.96 6.49  0.24
H 9.46 -11.40 5.44  0.41
H 8.15 -10.80 4.41  0.36
H 10.22 -11.92 3.31  0.31
H 8.69 -11.53 2.41  0.23
H 9.45 -13.15 2.18  0.26
H 6.78 -10.54 7.02  0.30
H 8.36 -10.76 7.33  0.23
C -1.51 -15.77 0.57  -1.31
C -1.36 -14.50 -0.30  0.49
C -0.17 -14.39 -1.33  -0.60
O 0.97 -14.12 -0.48  -0.32
C 2.06 -13.47 -1.23  -0.83
N -2.62 -14.42 -1.06  -0.71
H -2.30 -15.52 1.28  0.35
H -0.65 -15.95 1.20  0.34
H -1.85 -16.67 0.06  0.33
H -1.25 -13.62 0.35  0.21
H -0.33 -13.53 -1.98  0.35
H 0.04 -15.26 -1.96  0.28
H 3.05 -13.55 -0.80  0.31
H 1.91 -12.44 -1.55  0.29
H 2.15 -13.92 -2.22  0.32
H -2.52 -13.60 -1.63  0.25
H -2.79 -15.25 -1.62  0.24
C -0.74 1.06 -2.18  -1.52
C -0.94 -0.39 -2.55  0.39
C 0.25 -1.01 -3.40  -0.55
O 1.35 -1.49 -2.59  -0.35
C 2.33 -2.40 -3.19  -0.73
N -1.41 -1.38 -1.60  -0.64
H -0.17 1.75 -2.80  0.36
H -0.22 1.19 -1.24  0.35
H -1.67 1.62 -2.09  0.39
H -1.79 -0.25 -3.21  0.23
H 0.41 -0.50 -4.35  0.44
H -0.18 -1.94 -3.78  0.32
H 3.26 -1.92 -3.48  0.31
H 2.09 -2.74 -4.20  0.29
H 2.43 -3.24 -2.51  0.26
H -2.13 -1.05 -0.97  0.25
H -2.10 -1.84 -2.17  0.26
C 11.24 -8.22 -1.72  -1.51
C 12.14 -8.28 -0.44  0.56
C 13.26 -9.22 -0.60  -0.92
O 14.03 -9.37 0.59  -0.30
C 14.97 -10.40 0.48  -0.76
N 12.57 -6.93 -0.21  -0.72
H 11.85 -8.23 -2.62  0.36
H 10.57 -7.36 -1.71  0.42
H 10.47 -9.00 -1.72  0.39
H 11.58 -8.61 0.44  0.34
H 13.95 -8.92 -1.39  0.33
H 12.92 -10.22 -0.87  0.41
H 15.40 -10.64 1.45  0.27
H 15.73 -10.20 -0.28  0.29
H 14.47 -11.33 0.22  0.33
H 12.72 -6.47 -1.10  0.27
H 11.75 -6.44 0.12  0.25



6.
C57H39N14O3Sn as an isolated structure, computed with the ωB97M-V functional and the def2-TZVPD basis.

Output
2S+1: 2
HOMO (spin up / spin down): -0.016 / -0.070 Eh
Charge: -2
Calculated total energy: -3401.93949 hartree
Energy relative to the best compared isomer or geometry (same formula, charge and spin): 8.8 kcal/mol
LUMO energy (spin up / spin down): 3.7282 / 3.7282 eV

Last column: Löwdin spin population.
Cartesian coordinates (Å):
Sn 0.67 1.09 1.03  0.00
C -5.18 3.01 -1.79  0.00
C -5.41 3.61 -0.56  0.00
C -4.38 3.72 0.37  0.00
C -3.15 3.19 0.03  0.00
C -1.81 3.28 0.69  0.02
N -1.69 3.53 2.05  0.14
C -2.30 2.49 2.61  0.08
C -2.83 2.27 3.96  0.06
C -2.75 2.96 5.16  0.00
C -3.43 2.46 6.27  0.04
C -4.20 1.30 6.17  0.01
C -4.29 0.60 4.97  0.02
C -3.60 1.08 3.86  0.04
C -3.47 0.63 2.47  0.16
N -4.17 -0.38 1.91  -0.05
C -4.01 -0.62 0.61  0.12
N -3.10 -0.07 -0.22  0.02
C -3.36 -0.43 -1.49  0.04
N -2.71 -0.08 -2.57  0.10
C -1.43 0.48 -2.43  0.01
N -0.92 2.06 -2.61  0.02
C 0.29 1.41 -1.88  0.00
N -0.83 0.80 -1.06  0.00
C -1.47 2.19 -1.21  0.00
N -0.87 2.97 -0.13  0.01
C -2.94 2.53 -1.17  0.00
C -3.94 2.47 -2.12  0.00
C 0.79 0.33 -2.79  0.00
C 2.02 -0.13 -3.20  0.00
C 2.02 -1.24 -4.05  0.00
C 0.83 -1.82 -4.48  0.00
C -0.41 -1.34 -4.04  0.00
C -0.38 -0.27 -3.19  0.00
C -4.54 -1.34 -1.50  0.03
C -5.19 -2.03 -2.51  0.00
C -6.24 -2.87 -2.16  0.02
C -6.62 -3.02 -0.83  0.01
C -5.97 -2.33 0.18  0.01
C -4.92 -1.49 -0.16  0.02
N -2.64 1.45 1.83  0.00
H -5.99 2.96 -2.52  0.00
H -6.39 4.01 -0.32  0.00
H -4.52 4.21 1.33  0.00
H -2.15 3.86 5.23  0.00
H -3.37 2.98 7.21  0.00
H -4.73 0.94 7.04  0.00
H -4.90 -0.29 4.89  0.00
H -3.78 2.00 -3.08  0.00
H 2.95 0.30 -2.84  0.00
H 2.96 -1.66 -4.37  0.00
H 0.87 -2.68 -5.15  0.00
H -1.35 -1.81 -4.32  0.00
H -4.88 -1.91 -3.54  0.00
H -6.77 -3.42 -2.93  0.00
H -7.44 -3.69 -0.58  0.00
H -6.26 -2.44 1.22  0.00
C 4.87 -1.69 -7.39  0.00
O 5.69 -1.20 -6.34  0.00
C 5.65 -1.88 -5.15  0.00
C 5.82 -1.14 -3.99  0.00
C 5.83 -1.76 -2.75  0.00
C 5.67 -3.15 -2.66  0.00
C 5.50 -3.88 -3.83  0.00
C 5.48 -3.26 -5.07  0.00
N 6.02 -3.89 -1.48  0.00
N 5.89 -3.45 -0.31  0.00
C 5.06 -2.38 0.06  0.00
C 5.57 -1.59 1.08  0.00
C 4.91 -0.49 1.59  0.00
C 3.60 -0.16 1.17  0.00
O 2.95 0.82 1.62  0.00
C 2.98 -1.11 0.24  0.00
N 1.64 -0.96 0.07  0.00
C 0.97 -1.84 -0.63  0.00
C 1.60 -2.92 -1.26  0.00
C 2.95 -3.08 -1.13  0.00
C 3.70 -2.17 -0.35  0.00
H 4.83 -0.91 -8.14  0.00
H 3.86 -1.90 -7.03  0.00
H 5.29 -2.59 -7.85  0.00
H 5.95 -0.07 -4.07  0.00
H 5.98 -1.18 -1.86  0.00
H 5.41 -4.95 -3.76  0.00
H 5.33 -3.85 -5.96  0.00
H 6.56 -1.84 1.45  0.00
H 5.36 0.14 2.35  0.00
H -0.10 -1.68 -0.70  0.00
H 1.01 -3.62 -1.83  0.00
H 3.44 -3.92 -1.60  0.00
N 2.17 2.93 -1.39  0.00
C 1.33 2.05 -1.00  0.00
H 1.96 3.22 -2.35  0.00
O 0.78 1.75 3.97  0.00
N 1.55 2.75 4.01  0.00
C 2.83 2.63 4.45  0.00
C 3.66 3.73 4.51  0.00
C 3.20 4.98 4.09  0.00
C 1.91 5.06 3.59  0.00
C 1.10 3.95 3.55  0.00
H 3.11 1.63 4.72  0.00
H 4.67 3.60 4.87  0.00
H 3.84 5.85 4.14  0.00
H 1.51 5.99 3.21  0.00
H 0.09 3.92 3.16  0.00
C -1.97 -2.69 5.24  0.00
C -1.87 -2.57 3.72  0.00
C -0.60 -1.95 3.31  0.00
N 0.37 -1.45 2.98  0.00
H -2.86 -3.26 5.51  0.00
H -2.04 -1.70 5.70  0.00
H -1.10 -3.20 5.65  0.00
H -2.68 -1.96 3.31  0.00
H -1.93 -3.54 3.24  0.00



7.
C12H30LiN2O4 as an isolated structure, computed with the ωB97M-V functional and the def2-TZVPD basis.

Output
2S+1: 1
HOMO: -0.464 Eh
Charge: +1
Calculated total energy: -893.04126 hartree
Energy relative to the best compared isomer or geometry (same formula, charge and spin): 0.0 kcal/mol
LUMO energy: -2.0232 eV

Last column: Mulliken charge in e.
Cartesian coordinates (Å):
Li 0.19 -0.30 -0.22  1.24
C 2.13 1.27 -2.04  -1.02
O 1.86 0.45 -0.92  0.12
C 2.82 0.57 0.11  -0.52
C 2.65 -0.57 1.08  -0.96
N 1.27 -0.67 1.55  -0.34
C 0.77 0.49 2.31  0.23
C -0.48 0.07 3.07  -1.06
O -1.52 -0.07 2.12  -0.09
C -2.63 -0.75 2.65  -0.95
H 3.10 1.03 -2.47  0.36
H 2.11 2.33 -1.76  0.30
H 1.36 1.07 -2.78  0.22
H 2.70 1.53 0.62  0.30
H 3.83 0.53 -0.31  0.50
H 3.35 -0.41 1.91  0.45
H 2.86 -1.50 0.55  0.23
H 1.15 -1.50 2.11  0.24
H 0.45 1.26 1.61  -0.25
H 1.53 0.89 2.99  0.45
H -0.74 0.81 3.83  0.44
H -0.31 -0.90 3.56  0.45
H -3.05 -0.21 3.51  0.35
H -2.37 -1.76 2.97  0.36
H -3.40 -0.80 1.88  0.27
C 1.41 -3.04 -1.59  -0.87
O 0.35 -2.18 -1.20  -0.32
C -0.91 -2.66 -1.64  -0.75
C -1.96 -1.57 -1.40  -0.56
N -1.38 -0.22 -1.52  -0.43
C -2.33 0.81 -1.07  -0.52
C -1.67 2.18 -1.07  -0.70
O -0.56 2.15 -0.18  -0.01
C 0.01 3.44 0.02  -1.02
H 1.35 -4.00 -1.06  0.32
H 2.34 -2.54 -1.37  0.19
H 1.34 -3.27 -2.66  0.38
H -1.17 -3.55 -1.07  0.36
H -0.85 -2.93 -2.70  0.54
H -2.38 -1.70 -0.40  0.14
H -2.79 -1.71 -2.10  0.46
H -1.27 -0.08 -2.52  0.19
H -2.72 0.55 -0.09  0.03
H -3.21 0.90 -1.73  0.45
H -2.40 2.92 -0.74  0.45
H -1.31 2.41 -2.08  0.35
H 0.66 3.36 0.88  0.28
H -0.77 4.16 0.25  0.36
H 0.59 3.73 -0.86  0.33



8.
C13H8MnN2S2 as an isolated structure in a non-equilibrium geometry, computed with the ωB97M-V functional and the def2-TZVPD basis.

Output
2S+1: 6
HOMO (spin up / spin down): -0.577 / -0.576 Eh
Charge: +2
Calculated total energy: -2556.41441 hartree
LUMO energy (spin up / spin down): -9.9521 / -9.9166 eV

Last column: Löwdin spin population.
Cartesian coordinates (Å):
S 0.91 -4.53 -0.14  0.00
C -0.43 -3.81 -0.37  0.00
N -1.47 -3.19 -0.58  0.01
C -1.73 -1.97 0.06  0.02
C -2.66 -1.87 1.09  0.01
C -2.91 -0.62 1.66  0.03
C -2.26 0.54 1.25  0.01
C -1.30 0.46 0.23  0.02
C -1.05 -0.81 -0.35  0.02
S 0.17 -0.83 -1.67  0.06
C 1.32 0.34 -1.03  0.01
C 2.69 0.13 -1.16  0.00
C 3.54 1.09 -0.63  0.00
C 3.02 2.24 -0.03  0.00
C 1.65 2.44 0.08  0.00
C 0.79 1.46 -0.41  0.00
N -0.63 1.59 -0.29  0.04
H -3.17 -2.76 1.43  0.00
H -3.62 -0.54 2.47  0.00
H -2.47 1.49 1.71  0.00
H 3.06 -0.77 -1.63  0.00
H 4.61 0.93 -0.70  0.00
H 3.69 2.98 0.37  0.00
H 1.26 3.33 0.55  0.00
H -0.88 2.43 0.23  0.00
Mn -2.12 0.26 -2.15  4.75